{"formula": "C8H19NSi", "method": "the ωB97M-V functional and the def2-TZVPD basis", "e_above_lowest_kj_mol": 503.0, "largest_force_ev_per_a": 4.119, "smiles": "C/C=[SiH]\\C(C)(C)C.[H]/N=C\\C", "species": ["C", "C", "C", "C", "C", "C", "C", "C", "N", "Si", "H", "H", "H", "H", "H", "H", "H", "H", "H", "H", "H", "H", "H", "H", "H", "H", "H", "H", "H"], "xyz": [[-1.44144, -2.66104, 0.52797], [-1.59300, -1.41144, -0.37611], [-2.55037, 3.47377, 1.77309], [1.95394, -0.28301, 0.59280], [1.78673, -2.27174, -0.86235], [2.30058, -0.10402, -1.98092], [-2.54157, 3.55514, 0.29909], [1.48142, -0.80387, -0.79227], [-2.30689, 2.66802, -0.52703], [-0.35505, -0.49985, -1.10611], [-0.44476, -3.16914, 0.45819], [-1.67733, -2.45023, 1.55002], [-2.52867, -0.83316, -0.14011], [-3.12800, 2.60210, 2.22920], [-1.50750, 3.31412, 2.16687], [-2.88564, 4.30697, 2.32677], [1.80049, 0.82154, 0.79387], [1.38985, -0.82011, 1.33868], [3.05668, -0.32849, 0.64131], [1.68622, -2.69203, -1.96497], [1.10875, -2.97048, -0.23049], [2.85512, -2.57557, -0.59028], [3.32475, -0.40303, -1.72528], [1.73603, -0.60571, -2.74151], [2.07517, 0.95523, -2.00599], [-2.96618, 4.52055, -0.07505], [-2.23640, -3.40438, 0.19709], [-2.07233, 1.69331, -0.02247], [-0.46128, 0.57405, -2.11709]], "forces_ev_per_a": [[-0.499, -0.679, -1.789], [-0.636, 0.414, 1.690], [1.249, -2.515, 2.121], [-0.130, 1.664, -0.695], [0.232, -3.617, -1.166], [-1.698, -1.175, 2.577], [-1.910, 2.199, 0.883], [0.838, 1.191, 0.026], [0.987, -3.993, -0.224], [0.766, 0.015, 0.125], [-1.184, 0.548, 0.157], [0.046, 0.251, 0.735], [0.506, -0.913, -0.910], [0.587, 0.814, -1.038], [-0.721, 0.046, -0.504], [-0.576, 1.329, 0.058], [-0.379, -1.041, -0.528], [0.416, -0.264, 0.671], [-0.392, -0.729, 0.303], [-0.001, 0.879, 2.029], [1.292, 1.439, -1.031], [-1.155, 0.765, -0.134], [-0.037, 0.370, -1.045], [1.018, -0.033, -1.580], [0.435, 0.222, -0.036], [0.761, -0.494, -0.102], [1.013, 0.640, 0.339], [-0.379, 2.604, -1.165], [-0.449, 0.062, 0.233]], "mulliken_charge": [-0.81, -0.32, -0.98, -1.63, -1.24, -1.50, 0.19, 1.28, -0.56, 0.09, 0.24, 0.27, 0.37, 0.26, 0.24, 0.34, 0.35, 0.43, 0.39, 0.27, 0.11, 0.37, 0.42, 0.43, 0.37, 0.31, 0.29, 0.11, -0.06]}

{"formula": "C8H19OP", "method": "the ωB97M-V functional and the def2-TZVPD basis", "e_above_lowest_kj_mol": 209.7, "largest_force_ev_per_a": 4.536, "species": ["C", "C", "C", "C", "C", "C", "C", "C", "O", "P", "H", "H", "H", "H", "H", "H", "H", "H", "H", "H", "H", "H", "H", "H", "H", "H", "H", "H", "H"], "xyz": [[-2.96737, 0.82895, 0.21783], [-1.95985, -0.83291, -1.35139], [-1.81013, -1.14008, 0.98292], [2.02139, -1.31197, -0.05566], [2.25632, 0.84683, -1.21035], [2.71403, 0.72943, 1.29612], [-1.69908, -0.08459, -0.02991], [1.95685, 0.14198, 0.10398], [-0.58795, 2.13011, -0.89933], [-0.32248, 1.05902, 0.06438], [-2.70638, 1.80618, 0.76596], [-3.56748, 0.96070, -0.74672], [-3.70609, 0.30806, 0.90934], [-1.32739, -1.68581, -1.56354], [-1.98730, -0.23239, -2.27785], [-2.96263, -1.23729, -1.14408], [-1.98574, -0.54036, 1.93437], [-2.54245, -1.86310, 0.91146], [-0.88290, -1.63982, 0.96881], [2.69348, -1.56107, -0.81071], [2.54483, -1.89216, 0.83297], [1.16743, -1.91718, -0.34722], [1.90089, 1.92794, -1.19214], [1.96162, 0.29872, -2.12398], [3.41940, 1.02548, -1.32190], [2.73076, 1.86980, 1.13914], [2.27020, 0.39708, 2.32849], [3.72971, 0.30582, 1.19383], [-0.35169, 1.30264, 1.42519]], "forces_ev_per_a": [[-1.214, 0.670, 0.145], [-0.579, 0.539, -0.696], [2.012, 2.411, 3.274], [0.731, -3.000, 2.759], [2.627, 1.978, -0.078], [-1.163, 0.472, 0.288], [-2.748, -0.118, -1.725], [-2.857, 2.367, -0.884], [0.532, 1.241, -0.636], [2.407, -2.591, 0.567], [-0.543, -1.230, -1.209], [1.110, 0.508, 1.297], [1.015, 0.376, -0.754], [0.473, -0.151, 0.306], [-0.025, 0.038, 0.566], [0.176, -0.021, -0.689], [0.562, -1.434, -0.431], [-1.949, -1.123, -0.658], [1.300, -0.974, 0.764], [1.472, -0.112, -1.704], [-1.396, 1.301, -1.190], [-0.586, 0.433, 0.302], [0.023, -1.474, -0.362], [-0.253, 0.401, 0.604], [-1.770, -0.690, 0.236], [0.128, -1.703, 0.751], [0.815, 0.809, -1.939], [-0.173, 0.399, 0.307], [-0.126, 0.677, 0.789]], "mulliken_charge": [-1.47, -1.71, -2.11, -1.56, -1.58, -1.57, 1.78, 1.38, -0.72, 0.56, 0.37, 0.29, 0.36, 0.34, 0.38, 0.50, 0.47, 0.49, 0.45, 0.52, 0.29, 0.24, 0.39, 0.36, 0.39, 0.34, 0.31, 0.48, 0.06]}

{"formula": "C8H19PS2", "method": "the ωB97M-V functional and the def2-TZVPD basis", "e_above_lowest_kj_mol": 259.2, "largest_force_ev_per_a": 3.630, "smiles": "CC(C)CC(C)(C)C.S=PS", "species": ["C", "C", "C", "C", "C", "C", "C", "C", "P", "S", "S", "H", "H", "H", "H", "H", "H", "H", "H", "H", "H", "H", "H", "H", "H", "H", "H", "H", "H", "H"], "xyz": [[-1.09729, -2.33005, -1.53179], [0.49897, 1.59110, 0.90604], [-1.52721, 0.91630, 2.23223], [-1.81016, 1.83683, -0.07490], [-0.86155, -0.51656, 0.23294], [0.86773, -0.70174, -1.64463], [-0.57449, -0.81982, -1.26681], [-0.89672, 0.91057, 0.77548], [5.02258, -0.64627, -0.17483], [4.27682, -1.00803, -1.83027], [3.37446, -0.60448, 1.31176], [-1.89314, -2.55027, -0.87283], [-0.26700, -3.13503, -0.98639], [-1.42027, -2.71333, -2.57777], [0.41886, 2.59324, 1.30884], [1.38062, 1.10504, 1.30873], [0.69576, 1.76862, -0.13988], [-2.64017, 0.73876, 2.13763], [-1.02665, 0.17813, 2.98797], [-1.38217, 1.88309, 2.62538], [-2.71579, 1.37832, -0.33875], [-1.89338, 2.78073, 0.50287], [-1.38173, 2.19655, -1.03106], [-0.10908, -1.09699, 0.76355], [-1.77126, -1.00658, 0.59088], [1.59680, -1.22157, -0.79745], [1.03429, -1.42914, -2.52453], [-1.31595, -0.21714, -1.91596], [1.04113, 0.29583, -2.01531], [4.37600, -0.17609, 2.03886]], "forces_ev_per_a": [[2.871, -1.710, 0.919], [-0.791, 0.192, -1.690], [-0.195, -2.353, -0.567], [2.287, 1.313, 0.395], [0.318, -0.564, -0.008], [1.314, -3.007, -0.313], [-3.298, -1.478, -0.337], [0.118, 0.469, 1.595], [-0.628, 0.239, 1.746], [-0.282, -0.378, -1.619], [0.925, -0.265, -1.234], [-1.365, 0.087, 0.490], [-1.861, 2.142, -2.017], [1.085, 1.039, 1.584], [-0.185, 0.158, 0.453], [-0.485, -0.486, 0.345], [0.880, 0.213, -0.513], [1.152, -0.089, 0.418], [-0.958, 1.064, -1.571], [0.053, 1.242, 0.576], [-1.549, -0.490, 0.098], [-0.646, -0.529, -0.252], [0.255, -0.552, 0.332], [0.414, 0.091, 0.327], [-0.362, 0.139, -0.529], [-1.833, 2.018, -2.003], [-0.081, 1.279, 1.042], [1.511, -0.400, 0.784], [1.018, 0.334, 0.437], [0.320, 0.283, 1.112]], "mulliken_charge": [-1.35, -1.35, -1.74, -1.86, -1.66, -1.04, 0.83, 2.15, 0.28, -0.16, -0.26, 0.45, 0.21, 0.30, 0.41, -0.01, 0.39, 0.41, 0.28, 0.52, 0.43, 0.45, 0.36, 0.39, 0.37, -0.04, 0.44, 0.27, 0.36, 0.16]}

{"formula": "C8H20BrF3O7SV", "method": "the ωB97M-V functional and the def2-TZVPD basis", "e_above_lowest_kj_mol": 143.3, "spin_multiplicity": 2, "largest_force_ev_per_a": 4.580, "species": ["O", "V", "Br", "C", "F", "F", "F", "S", "O", "O", "O", "C", "C", "C", "O", "H", "H", "H", "H", "H", "H", "H", "H", "C", "C", "O", "H", "H", "H", "H", "H", "H", "C", "C", "O", "H", "H", "H", "H", "H", "H"], "xyz": [[0.60855, 17.36176, -13.19821], [1.59452, 18.34339, -14.01115], [0.79690, 20.62286, -12.95928], [4.35315, 21.70707, -15.56270], [4.25465, 21.78047, -14.24927], [3.36618, 22.45976, -16.15082], [5.56846, 22.14695, -15.93736], [4.17295, 19.81933, -16.00229], [3.87504, 19.80526, -17.43923], [5.51133, 19.29151, -15.71715], [3.06090, 19.27037, -15.21901], [4.69630, 19.40101, -11.74653], [4.61352, 18.13012, -12.59791], [5.39487, 16.92789, -12.07699], [3.24456, 17.74839, -12.53773], [4.38292, 19.39167, -10.70260], [4.32797, 20.26459, -12.30031], [5.74631, 19.69008, -11.70156], [4.98315, 18.30318, -13.60861], [5.21658, 16.58347, -11.05832], [6.45903, 17.16069, -12.11533], [5.20132, 16.08575, -12.74140], [3.04031, 17.43000, -11.65540], [4.56773, 15.64296, -15.52848], [3.16177, 15.50728, -14.99070], [2.40015, 16.62155, -15.37286], [5.16761, 14.96280, -14.92381], [4.96318, 16.64626, -15.37004], [4.71040, 15.44697, -16.59118], [3.15926, 15.44768, -13.90233], [2.65889, 14.61430, -15.36193], [2.39538, 16.50908, -16.32624], [-2.13245, 18.62419, -15.37767], [-0.98505, 17.82911, -15.98918], [0.22342, 18.51299, -15.71289], [-2.06971, 19.67560, -15.65821], [-2.06841, 18.52290, -14.29428], [-3.11946, 18.24142, -15.63726], [-1.05791, 17.74254, -17.07329], [-0.96147, 16.83037, -15.55322], [0.34221, 19.07758, -16.48017]], "forces_ev_per_a": [[1.957, 1.721, -1.758], [-1.961, -1.073, 1.738], [0.642, -1.356, -0.673], [-0.682, -1.036, -0.871], [-0.080, 0.569, 0.409], [1.454, -0.899, 0.778], [-1.179, -0.202, 0.068], [2.425, 0.769, -3.808], [-0.268, 0.189, 1.744], [-1.729, 0.338, 0.892], [-0.474, 0.050, 1.202], [1.999, 0.697, -0.975], [0.541, 0.113, 2.439], [0.745, 0.110, -0.298], [-1.756, -0.097, -2.159], [-0.522, -0.451, -0.247], [-0.816, -0.204, 0.216], [0.419, -0.186, 0.181], [-0.724, 0.190, -0.122], [-0.461, 0.366, 0.158], [0.089, -0.090, -0.123], [0.119, -0.051, -0.017], [-0.216, 0.087, 0.095], [0.492, -0.144, 0.612], [0.618, -0.676, 0.404], [-0.908, 0.535, 0.030], [0.388, -0.151, -0.372], [-0.120, 0.107, 0.184], [-0.286, -0.284, 0.019], [0.004, 0.151, -0.057], [0.079, -0.231, 0.027], [-0.466, 1.023, -0.319], [-0.073, -0.346, 0.188], [-1.491, -0.231, 0.285], [1.182, 0.051, 0.132], [-0.026, -0.025, 0.055], [0.138, 0.310, 0.046], [0.079, -0.094, -0.316], [-0.144, -0.118, -0.027], [0.293, 0.048, -0.041], [0.720, 0.519, 0.282]], "mulliken_spin": [-0.27, 1.28, -0.01, 0.00, 0.00, 0.00, 0.00, 0.00, 0.00, 0.00, -0.02, 0.00, 0.00, 0.00, 0.01, 0.00, 0.00, 0.00, 0.00, 0.00, 0.00, 0.00, 0.00, 0.00, 0.00, 0.00, 0.00, 0.00, 0.00, 0.00, 0.00, 0.00, 0.00, 0.00, 0.01, 0.00, 0.00, 0.00, 0.00, 0.00, 0.00]}